(1)
22
Properties=species:S:1:pos:R:3:forces:R:3:mulliken_spin:R:1 method="wB97M-V/def2-TZVPD" s_squared=2.0220 homo_energy_ev="-7.93 / -10.02" total_charge=0 gap_ha="0.3267 / 0.3628" spin_multiplicity=3
C -3.6689 -0.2096 -0.5548 -0.5 0.1 -0.8 -0.0807
C -0.3657 -2.5060 0.0412 -1.3 -0.2 1.2 -0.0966
C -3.0067 0.0628 0.5152 0.4 0.2 -0.5 0.8865
C 0.2166 -1.3608 0.1953 1.2 0.3 -0.3 0.8431
C 2.9638 -0.0317 -0.4565 -0.7 -3.1 -0.1 0.0153
C 1.0184 1.1484 1.8205 -1.3 0.5 -2.0 0.0196
C 0.2638 1.3886 -1.2920 1.2 0.4 2.0 0.0720
Si 1.1156 0.2275 0.0365 0.2 2.2 0.2 0.0143
H -4.1190 -1.1902 -0.7879 0.3 0.4 0.0 0.0682
H -3.7316 0.5961 -1.2803 -0.6 -0.1 -0.3 0.0534
H -1.2878 -2.5610 -0.5371 0.1 -0.2 -0.5 0.0748
H -0.2932 -3.3392 0.7628 0.5 0.2 -0.4 0.0727
H -2.4513 -0.5158 1.1825 0.4 -0.6 1.5 0.0646
H 3.5833 0.6771 -1.0353 -0.6 -0.2 0.6 0.0015
H 3.3289 -0.2631 0.5518 0.7 0.5 -0.1 0.0009
H 3.0641 -1.1184 -0.9282 -0.3 2.3 0.5 0.0012
H 1.8405 1.1186 2.4660 1.6 -1.1 0.9 0.0011
H 1.0006 2.2640 1.7109 -0.7 -0.8 -0.4 0.0007
H 0.1323 0.7825 2.3743 0.3 0.4 -0.3 -0.0006
H 0.3042 2.4674 -0.9861 -0.5 -1.0 -0.1 -0.0009
H 0.7651 1.3443 -2.2104 1.4 -0.2 -1.3 -0.0041
H -0.6732 1.0187 -1.5885 -1.8 0.0 0.3 -0.0069

(2)
26
Properties=species:S:1:pos:R:3:forces:R:3:lowdin_charge:R:1 method="wB97M-V/def2-TZVPD" homo_energy_ev=-4.90 total_charge=-1 gap_ha=0.2800
C 3.0362 1.5398 0.5906 0.4 0.1 -0.5 -0.1765
C 1.7873 1.4903 -0.2775 0.2 0.3 0.6 -0.2916
C 0.5059 0.8939 0.3284 0.1 -0.4 -0.2 -0.6052
I 0.4249 1.0045 2.4871 -0.1 0.3 0.0 0.8849
C 0.2947 -0.5562 -0.0817 0.3 -0.9 0.2 -0.5095
O 1.0415 -1.4733 0.6764 0.0 -0.1 -0.5 -0.2898
Al 0.4564 -3.0272 -0.1000 -0.8 0.6 0.7 0.1996
O -1.2808 -2.4406 0.0821 1.0 0.0 0.2 -0.2443
C -1.1875 -1.0754 -0.2327 -0.6 -0.2 -0.8 -0.4188
C -2.3195 -0.2605 0.3942 -0.3 0.0 0.0 -0.2192
C -2.8731 0.8271 -0.5461 0.2 -0.3 0.4 -0.1142
H 3.3605 0.5497 0.8935 -0.1 -0.2 0.2 0.0706
H 2.9249 2.1851 1.4534 -0.1 0.0 0.2 0.0192
H 3.8460 1.9641 -0.0083 0.1 0.0 -0.1 0.0629
H 2.0475 0.9163 -1.1623 -0.2 -0.2 -0.2 0.1038
H 1.5841 2.5040 -0.6222 -0.1 0.1 0.0 0.0981
H -0.3376 1.4707 -0.0300 -0.2 0.2 0.2 0.0562
H 0.7013 -0.6176 -1.1026 -0.1 0.3 -0.2 0.0993
H 0.9011 -4.3479 0.6757 0.0 -0.1 0.1 -0.1077
H 0.7015 -3.0001 -1.6977 0.3 -0.1 -0.1 -0.0623
H -1.3791 -1.0012 -1.3221 0.0 0.2 0.0 0.1263
H -3.1218 -0.9722 0.5721 0.0 -0.2 0.2 0.1029
H -2.0703 0.1666 1.3629 0.2 0.0 0.0 0.0344
H -3.6866 0.4320 -1.1493 -0.1 0.0 -0.1 0.0631
H -3.2525 1.6545 0.0487 -0.1 0.3 -0.2 0.0614
H -2.1049 1.1738 -1.2326 0.0 0.3 -0.1 0.0565

(3)
38
Properties=species:S:1:pos:R:3:forces:R:3:lowdin_charge:R:1 method="wB97M-V/def2-TZVPD" homo_energy_ev=-3.78 total_charge=-1 gap_ha=0.2108
C -1.2164 -0.9113 0.9538 0.3 -0.7 -0.2 0.0344
C -1.9469 -2.1120 0.4343 -2.0 -0.2 0.8 -0.4964
O -3.1119 -2.3492 0.7114 1.7 0.1 -0.7 0.1164
O -1.2035 -2.9594 -0.3484 0.0 0.2 0.1 -0.0151
C -1.4950 -2.9141 -1.7496 0.1 0.1 -0.2 -0.0265
B -2.0642 -1.5468 -2.3127 0.3 0.3 0.7 -0.4973
O -3.3942 -1.1723 -2.1964 0.0 -0.7 -0.1 0.2809
B -3.9562 -0.8526 -3.3951 -0.5 0.0 -0.5 -0.3404
O -3.1341 -0.4790 -4.4492 -0.3 0.4 0.6 0.2021
B -1.9208 0.0026 -3.9956 1.2 0.3 -0.6 -0.6332
P -1.3147 1.6978 -4.7479 -0.7 0.5 -0.6 0.8367
N -1.5657 2.7338 -3.3582 0.1 -1.2 0.0 -0.1847
O 0.3155 1.5120 -4.8050 -0.2 -0.3 0.6 -0.3104
O -1.2515 -0.6648 -2.9985 -0.4 -0.4 -0.2 0.2882
H -1.7958 -0.0176 0.7882 -0.2 0.3 0.0 0.1026
H -1.0766 -1.0415 2.0162 0.0 0.1 0.4 0.0957
H -0.2362 -0.8297 0.5188 0.3 0.2 -0.2 0.0727
H -2.1420 -3.7371 -2.0408 -0.4 -0.2 0.1 0.1255
H -0.5537 -3.0876 -2.2552 0.3 -0.1 0.0 0.1242
H -5.1278 -0.8946 -3.5678 0.0 0.0 0.1 0.1180
H -1.2532 2.2501 -2.5179 0.2 0.3 0.2 0.0336
H -2.5738 2.8061 -3.2565 -0.1 0.5 0.0 0.0214
H 0.6512 2.2399 -5.3228 0.4 0.3 -0.3 0.0272
C 2.9490 -0.2727 4.6195 -0.2 0.1 0.0 -0.0928
C 3.6338 1.0618 4.3292 0.3 0.2 0.3 -0.3046
O 3.9238 1.3097 2.9799 -0.1 -0.7 -0.4 -0.1256
C 2.8618 1.9069 2.1428 -0.1 0.8 0.2 -0.5485
O 2.2773 2.9398 2.6497 -0.1 -0.1 0.0 -0.1601
C 1.8267 0.8262 1.7073 0.5 -0.3 0.2 -0.5454
F 2.3871 -0.3864 1.4185 -0.1 0.0 0.0 0.0853
F 1.2091 1.2094 0.5652 -0.1 0.1 -0.1 0.0941
F 0.8419 0.5729 2.5936 -0.1 0.1 0.0 0.0966
H 3.3706 -1.0643 3.9992 0.1 0.0 0.0 0.0697
H 3.0809 -0.5388 5.6732 0.1 0.0 0.0 0.0610
H 1.8791 -0.2297 4.4318 0.0 0.0 0.0 0.0513
H 4.6125 1.0398 4.8233 0.0 0.1 0.0 0.1014
H 3.0792 1.8966 4.7704 -0.2 0.0 -0.1 0.1070
H 3.4348 2.0560 1.1916 0.1 0.0 0.1 0.1350

(4)
25
Properties=species:S:1:pos:R:3:forces:R:3:lowdin_charge:R:1 method="wB97M-V/def2-TZVPD" homo_energy_ev="-7.55 / -7.55" total_charge=0 gap_ha="0.2666 / 0.2666"
C 1.4856 -0.4587 0.9683 0.9 -2.6 -0.5 -0.0835
C 1.8887 1.4995 -0.4882 0.9 -1.1 -0.5 -0.0455
C 0.0982 1.5384 1.2014 0.1 1.7 0.6 -0.0479
C -2.3565 -1.1398 1.9586 -1.5 1.6 0.7 -0.5963
C -1.2498 -1.0258 -3.1584 -0.2 -1.9 -0.6 -0.8889
C -0.1620 0.1223 -0.7318 -0.9 -1.7 0.9 -0.3533
C 0.8285 0.6644 0.1929 0.6 0.7 1.5 -0.6843
P -0.0069 -0.3699 -2.2630 0.3 1.6 -3.0 0.8679
Br -1.6566 -2.8721 1.7187 0.4 -0.8 0.3 0.6003
Br -0.9140 -1.3489 -5.0348 0.0 0.4 0.2 0.4935
H 2.0390 -0.3305 1.8741 0.3 1.4 0.7 0.0789
H 0.8978 -1.3341 1.2553 -1.0 0.4 -0.2 0.0469
H 2.2306 -0.9570 0.3475 0.1 0.1 -0.5 0.0821
H 1.8848 2.4795 -0.0908 0.3 1.0 0.2 0.0559
H 1.6132 1.5552 -1.5283 0.5 0.3 -0.5 0.0357
H 2.8950 1.0478 -0.3433 -0.6 0.4 -0.4 0.1020
H 0.2739 1.0797 2.1462 -0.3 0.0 1.1 0.0601
H 0.5237 2.5950 1.2793 -0.8 -1.4 -0.2 0.1038
H -0.9682 1.5729 1.0206 -0.2 0.3 0.0 0.0724
H -1.9613 -0.5825 1.1285 -0.8 0.2 -0.6 -0.0556
H -3.4999 -1.1939 2.0370 1.9 0.2 -0.4 0.0550
H -1.9648 -0.5178 2.7911 -0.1 -1.2 0.1 0.0377
H -1.7223 -1.9550 -2.8138 -0.1 0.7 0.3 -0.0215
H -0.8425 -0.6272 -0.2655 0.2 0.7 -0.2 0.0482
H 0.6459 0.5584 -3.2013 -0.2 -0.9 1.0 0.0362

(5)
24
Properties=species:S:1:pos:R:3:forces:R:3:lowdin_charge:R:1 method="wB97M-V/def2-TZVPD" homo_energy_ev=-9.17 total_charge=0 gap_ha=0.3702
C -1.4522 0.9398 -0.7831 -1.9 -1.2 2.7 -0.2697
C -0.5767 0.4522 0.3477 -0.6 -1.1 1.1 -0.3200
C -1.6218 -0.5083 -0.2423 0.6 2.5 0.2 -0.7003
C -2.6505 1.8857 -0.4915 0.4 -1.7 -0.3 -0.0840
C 1.8753 0.3471 -1.4069 -1.1 -3.1 0.6 -0.1679
C 0.8990 -2.2435 0.3380 0.1 0.3 0.1 -0.1781
C 2.1912 0.0981 1.7905 1.0 0.3 -1.9 -0.1762
Si 1.1264 -0.3051 0.3248 0.8 -0.4 -2.4 0.5992
Cl -2.9731 -0.7992 0.7812 -1.0 -0.6 0.5 0.6706
H -1.0601 0.9145 -1.7537 0.6 0.5 -1.2 0.1048
H -0.9388 0.6455 1.3833 0.3 0.6 -0.9 0.1034
H -1.3194 -1.3868 -0.7471 0.2 -0.5 -0.7 0.0629
H -2.9931 2.0875 0.5085 0.7 -0.4 0.8 0.0661
H -3.5363 1.4788 -0.9405 -0.4 -0.3 -0.6 0.0630
H -2.4828 2.8133 -0.9109 0.5 2.1 -1.1 0.0409
H 2.7914 -0.1626 -1.6797 0.7 0.2 0.3 0.0088
H 1.2305 -0.1888 -2.1353 -0.3 0.3 0.2 0.0206
H 1.8738 1.3431 -1.7497 0.1 1.4 0.2 -0.0004
H 1.7056 -2.7753 0.8824 -0.1 0.3 -0.7 0.0270
H 0.0734 -2.3433 1.0363 -0.5 -0.1 0.2 0.0141
H 0.5764 -2.8054 -0.5710 0.5 0.6 0.5 0.0385
H 2.9982 0.7237 1.3276 -0.8 0.1 1.0 0.0498
H 1.5574 0.5428 2.5103 -0.1 0.9 1.0 0.0102
H 2.7063 -0.7539 2.1810 0.1 -0.7 0.4 0.0166

(6)
31
Properties=species:S:1:pos:R:3:forces:R:3:mulliken_spin:R:1 method="wB97M-V/def2-TZVPD" s_squared=3.7764 homo_energy_ev="-4.76 / -4.86" total_charge=0 gap_ha="0.1900 / 0.1937" spin_multiplicity=4
Co 0.0912 1.2886 1.0829 0.0 0.3 0.3 2.2477
C -1.2134 3.1660 -3.7556 -0.1 0.0 -0.1 0.0006
O -0.1228 2.7416 -2.9510 0.1 0.0 -0.1 -0.0050
C -0.3317 2.1707 -1.7548 0.1 -0.1 0.1 -0.0218
O 0.6088 1.8253 -1.0811 0.1 0.0 -0.2 0.0050
N -1.6329 1.9918 -1.3844 -0.2 0.1 -0.1 -0.0028
N -1.8767 1.5055 -0.1048 0.2 -0.3 0.1 -0.0025
H -0.7722 3.5935 -4.6505 0.0 0.0 0.0 -0.0001
H -1.8077 3.9366 -3.2587 0.0 0.0 0.0 -0.0001
H -1.8508 2.3266 -4.0440 0.0 0.0 0.0 -0.0002
H -2.3917 2.3625 -1.9264 0.0 0.0 0.0 0.0006
H -2.2982 0.5863 -0.1024 -0.1 0.0 -0.1 0.0000
H -2.4185 2.1421 0.4611 0.1 0.1 0.0 0.0070
C 1.6431 -4.0843 0.7189 0.0 0.0 0.0 0.0001
N 1.1199 -2.8483 1.2633 0.1 0.0 -0.1 0.0029
C -0.2050 -2.8080 1.8578 0.0 0.0 0.2 0.0023
C -0.6454 -1.3773 1.5579 -0.1 -0.4 -0.1 -0.0642
O -1.7204 -0.8885 1.8124 0.0 -0.1 0.1 -0.0035
N 0.3950 -0.7362 0.9212 -0.5 -0.1 -0.5 0.0592
C 1.3274 -1.6293 0.6915 0.0 -0.1 0.1 -0.0456
N 2.4041 -1.3544 -0.0762 0.0 0.2 0.2 0.0037
H 1.5040 -4.8754 1.4526 0.1 0.0 0.0 0.0001
H 2.7077 -3.9910 0.5145 0.0 0.0 0.0 -0.0006
H 1.1383 -4.3735 -0.2097 0.0 0.0 0.0 0.0006
H -0.1681 -2.9823 2.9349 0.0 0.0 0.0 0.0016
H -0.8810 -3.5398 1.4124 0.0 0.0 -0.1 0.0011
H 2.4751 -0.3622 -0.2732 0.0 0.0 0.0 0.0021
H 3.2756 -1.7862 0.1889 0.0 -0.1 -0.1 -0.0005
C 0.4831 2.4121 2.5581 0.2 0.4 0.2 0.7742
H 1.0185 2.1390 3.4728 0.0 0.0 0.0 0.0161
H 0.1446 3.4483 2.6716 0.0 0.0 0.1 0.0220

(7)
25
Properties=species:S:1:pos:R:3:forces:R:3:lowdin_charge:R:1 method="wB97M-V/def2-TZVPD" homo_energy_ev=-7.55 total_charge=0 gap_ha=0.2980
C 2.8613 -0.4952 -1.2703 0.6 -0.4 -4.2 -0.1258
C 1.5375 0.4896 1.0985 -0.6 -3.9 0.2 -0.0805
C -1.7942 -1.2719 1.6105 -1.0 4.1 -0.4 -0.0731
C -3.1326 0.9133 -0.3426 -0.1 -0.3 -1.1 -0.1395
C 1.4116 -0.5496 -1.1291 -3.9 -0.1 0.7 -0.2760
C 0.9670 0.7126 -0.2844 3.5 0.4 -1.7 -0.4098
C -0.4321 1.0341 -0.3984 -2.2 -0.1 0.5 -0.3756
O -1.5909 -1.2048 -1.0708 0.0 -3.5 -3.3 -0.3828
F -0.6684 2.0315 0.5644 -0.4 0.6 0.2 -0.1102
S -1.6624 -0.2259 -0.0874 -0.2 3.7 3.4 0.8442
H 3.2799 -0.5651 -0.3347 1.5 0.1 1.9 0.0349
H 3.0495 0.4711 -1.7902 0.6 -0.6 0.5 0.0951
H 3.2735 -1.3098 -1.9441 -0.4 0.8 0.9 0.1028
H 2.4772 0.8720 1.2930 1.7 1.5 0.4 0.0523
H 1.7734 -0.6345 1.1419 -0.3 1.2 0.1 0.0987
H 0.8918 0.5513 1.9430 -0.7 1.0 0.5 0.0597
H -2.0097 -2.2573 1.3667 0.1 -1.8 -0.5 0.0152
H -0.8744 -0.9782 2.0990 0.3 -0.6 0.0 0.0252
H -2.6216 -0.8025 2.1832 0.4 -0.4 -0.3 0.0515
H -2.7310 1.8830 -0.1402 0.4 0.6 0.1 0.0244
H -4.1050 0.8757 0.1755 0.7 -0.9 0.2 0.0632
H -3.3151 0.8733 -1.4614 0.4 -0.3 1.3 0.0877
H 0.7406 -0.6666 -2.0331 1.3 0.4 0.6 0.1260
H 1.0693 -1.3988 -0.4753 0.5 0.4 -0.7 0.1092
H 1.6049 1.6529 -0.7139 -1.8 -1.9 0.6 0.1833

(8)
23
Properties=species:S:1:pos:R:3:forces:R:3:lowdin_charge:R:1 method="wB97M-V/def2-TZVPD" homo_energy_ev=-8.85 total_charge=0 gap_ha=0.3638
C 2.6756 -0.4210 -0.4551 1.2 0.6 0.3 -0.0800
C 1.1747 -0.3583 -0.6804 -0.1 -0.5 0.2 -0.4392
C 0.4301 -0.3071 0.6607 -1.1 -1.1 0.1 -0.1410
C -1.0931 -0.2131 0.6058 -0.7 0.8 0.5 -0.3249
C -1.9561 -1.2108 0.4280 0.4 -0.2 0.2 0.0398
C -1.6489 1.1657 0.9974 1.3 -0.7 -0.3 -0.2166
C -1.2718 2.1961 -0.1016 -0.6 -1.5 0.2 -0.0842
N 0.6654 -1.4942 -1.4599 -0.5 0.3 0.2 0.0441
H 3.2315 -0.1491 -1.3504 -0.1 0.0 -0.3 0.0699
H 3.0409 0.2805 0.3066 -0.4 0.3 -0.1 0.0746
H 3.1276 -1.3558 -0.1099 -0.7 -0.4 -0.1 0.0784
H 0.9219 0.5196 -1.2749 0.2 0.4 0.2 0.1179
H 0.6019 -1.2600 1.1803 0.4 0.0 -0.1 0.1253
H 0.7340 0.4553 1.3738 0.5 0.3 -0.4 0.1121
H -3.0201 -1.0616 0.5605 0.0 0.1 -0.2 0.0588
H -1.6540 -2.2373 0.2572 0.1 0.0 -0.1 0.0537
H -2.7118 1.0715 1.2042 -0.1 0.3 -0.2 0.0978
H -1.1440 1.3910 1.9446 -0.2 0.3 0.0 0.1033
H -0.1959 2.3453 -0.1361 0.0 0.5 0.3 0.0631
H -1.4790 1.6630 -1.0348 -0.3 0.5 -0.2 0.0777
H -1.8879 3.0831 -0.0095 0.4 0.3 -0.2 0.0657
H 1.3467 -1.9809 -2.0119 0.3 -0.1 0.1 0.0624
H 0.1123 -2.1218 -0.8945 0.2 -0.1 -0.2 0.0414

(9)
23
Properties=species:S:1:pos:R:3:forces:R:3:lowdin_charge:R:1 method="wB97M-V/def2-TZVPD" homo_energy_ev=-7.71 total_charge=0 gap_ha=0.3178
C 0.9272 0.6762 0.1359 -0.1 0.0 0.0 -0.3659
C -0.1275 -0.5678 -1.9054 0.0 0.0 -0.1 -0.0322
C -1.7080 -1.7366 0.6792 0.0 0.0 0.0 -0.0653
C 1.5359 1.8379 -0.6269 0.0 -0.1 0.0 -0.0591
C 1.9611 0.0147 1.0629 -0.1 0.0 0.0 -0.0827
C -0.0689 -0.1309 -0.4765 0.0 0.1 0.2 -0.2701
C -1.0601 -0.3706 0.5308 0.2 0.0 0.0 -0.4073
N -1.9766 0.7504 0.7919 0.1 -0.1 0.0 0.0200
H -0.0487 0.4724 1.2059 0.0 -0.1 -0.1 0.2028
H -2.3539 0.7013 1.7320 0.0 0.0 -0.1 0.0662
H -2.7650 0.7006 0.1496 0.0 0.0 0.1 0.0698
H 0.8611 -0.7024 -2.3512 0.0 0.0 0.0 0.0774
H -0.6787 -1.5076 -1.9926 0.0 0.0 0.0 0.0767
H -0.6673 0.1657 -2.5194 0.0 0.0 0.1 0.0866
H -1.0302 -2.5441 0.3932 0.0 0.0 0.0 0.0720
H -2.6245 -1.8216 0.0795 0.1 0.0 0.0 0.0730
H -1.9999 -1.9013 1.7205 0.0 0.0 0.0 0.0719
H 2.3537 1.4979 -1.2766 0.0 0.0 0.0 0.0817
H 0.7959 2.3471 -1.2447 0.0 0.0 0.0 0.0765
H 1.9644 2.5689 0.0632 0.0 0.0 0.0 0.0775
H 2.8185 -0.3186 0.4634 0.0 0.0 0.0 0.0785
H 1.5518 -0.8529 1.5795 0.0 0.0 0.0 0.0773
H 2.3396 0.7214 1.8059 0.0 0.0 0.0 0.0747